DFT (ωB97M-V/def2-TZVPD) results for the molecule C5H8N2.

## Properties
Electronic energy, Eh: -304.79437
HOMO-LUMO gap, eV: 9.5110
SMILES: C[C@@]12C[C@@H]1N=CN2

CARTESIAN COORDINATES (ANGSTROEM)
1 C -0.66673 1.53524 0.64394
2 C -0.24523 0.21466 0.06977
3 C 0.91069 -0.05452 -0.90677
4 C 0.94494 -1.63994 0.57245
5 C -0.52915 -0.20006 -1.34262
6 N 1.57904 -1.21284 -0.44996
7 N -0.14325 -0.90619 0.95631
8 H -0.48816 -0.86999 1.90028
9 H 1.53542 0.69881 -1.36307
10 H 1.22272 -2.53100 1.10693
11 H -0.54894 2.31587 -0.11000
12 H -1.71683 1.50328 0.95240
13 H -0.04991 1.79136 1.51041
14 H -0.90322 0.55289 -2.01751
15 H -0.90139 -1.19758 -1.52252